Run w
Density functional theory data (ωB97M-V with the def2-TZVPD basis set) for one molecule with the formula C3H8N2OS.

Last column: natural (NBO) charge in e.
Cartesian coordinates (Å):
N1 -2.275 0.651 -0.250  -0.844
C1 -1.197 1.216 -0.910  0.780
O1 -1.272 1.998 -1.830  -0.621
N2 0.074 0.882 -0.389  -0.643
C2 0.196 -0.451 0.265  -0.238
C3 1.591 -1.033 0.011  -0.533
S1 2.316 -1.930 1.409  -0.024
H1 -3.124 1.159 -0.411  0.394
H2 -2.136 0.689 0.749  0.376
H3 0.726 1.018 -1.149  0.392
H4 -0.134 -0.333 1.298  0.190
H5 -0.562 -1.128 -0.132  0.202
H6 1.591 -1.627 -0.893  0.234
H7 2.241 -0.162 -0.064  0.214
H8 1.965 -0.950 2.296  0.122

The net charge is 0. For the highest occupied orbital energy, the calculation gives -9.338 eV.

=====

Run x
Density functional theory data (ωB97M-V with the def2-TZVPD basis set) for a 2-piece molecular cluster, C3H8N2OS overall.

Last column: natural (NBO) charge in e.
Cartesian coordinates (Å):
C1 0.492 -0.645 0.592  0.013
C2 1.961 0.673 -1.024  -0.795
C3 -1.257 0.460 0.617  -0.108
N1 0.115 -1.834 0.600  -0.719
N2 -2.293 -0.256 1.089  -0.790
O1 3.130 -1.388 0.231  -0.970
S1 2.391 -0.196 0.579  1.187
H1 1.408 1.578 -0.675  0.226
H2 1.660 0.038 -1.829  0.239
H3 2.914 1.026 -1.210  0.211
H4 -1.456 0.551 -0.472  0.192
H5 -1.071 1.321 1.084  0.174
H6 0.744 -2.568 0.494  0.360
H7 -2.713 -0.957 0.435  0.397
H8 -2.408 -0.395 2.061  0.384

The net charge is 0. For the highest occupied orbital energy, the calculation gives -7.797 eV.

=====

Run y
Density functional theory data (ωB97M-V with the def2-TZVPD basis set) for a 2-piece molecular cluster, C3H8N2OS overall.

Last column: natural (NBO) charge in e.
Cartesian coordinates (Å):
N1 -0.009 0.349 -2.589  -0.355
C1 0.060 -0.625 -1.984  0.323
C2 0.207 -1.865 -1.286  -0.340
N2 1.428 -1.877 -0.448  -0.833
H1 0.357 -2.606 -1.978  0.234
H2 -0.654 -2.165 -0.743  0.219
H3 1.435 -1.134 0.368  0.393
H4 1.559 -2.831 -0.185  0.366
C3 -0.943 2.065 2.125  -0.771
S1 -0.209 0.781 1.074  0.424
O1 0.222 1.672 -0.274  -0.850
H5 -1.821 1.563 2.565  0.229
H6 -1.194 2.870 1.451  0.246
H7 -0.193 2.459 2.915  0.223
H8 -0.245 1.344 -1.011  0.494

The net charge is 0. For the highest occupied orbital energy, the calculation gives -8.655 eV.

=====

Stability summary - winner: run w; margin: 0.0844 hartree.

=====

Run w
Density functional theory data (ωB97M-V with the def2-TZVPD basis set) for one molecule with the formula C3H8N2OS.

Last column: natural (NBO) charge in e.
Cartesian coordinates (Å):
N1 1.360 -0.963 -1.426  -0.837
C1 0.889 0.245 -1.000  0.650
O1 1.578 1.246 -1.072  -0.619
C2 -0.408 0.260 -0.160  -0.153
N2 -0.862 1.617 0.071  -0.817
C3 -0.174 -0.504 1.175  -0.529
S1 -1.472 -0.346 2.444  0.007
H1 0.613 -1.627 -1.544  0.395
H2 2.307 -0.991 -1.754  0.418
H3 -1.182 -0.338 -0.719  0.187
H4 -0.035 2.131 0.351  0.375
H5 -1.251 2.014 -0.772  0.369
H6 0.176 -1.544 1.036  0.226
H7 0.683 0.070 1.569  0.218
H8 -2.222 -1.270 1.800  0.111

The net charge is 0. For the highest occupied orbital energy, the calculation gives -9.042 eV.

=====

Run x
Density functional theory data (ωB97M-V with the def2-TZVPD basis set) for one molecule with the formula C3H8N2OS.

Last column: natural (NBO) charge in e.
Cartesian coordinates (Å):
H1 1.310 -0.100 -2.695  0.361
N1 1.402 -0.594 -1.801  -0.694
C1 0.614 -0.182 -0.855  0.402
C2 -0.372 0.936 -0.882  -0.600
S1 -0.458 1.831 -2.460  -0.024
N2 0.714 -0.846 0.373  -0.348
O1 -0.456 -1.065 1.133  -0.397
C3 -0.352 -0.467 2.418  -0.247
H2 -0.099 1.693 -0.134  0.244
H3 -1.321 0.585 -0.635  0.245
H4 -1.229 0.872 -3.079  0.132
H5 1.193 -1.743 0.309  0.383
H6 -1.262 -0.715 2.929  0.196
H7 0.505 -0.834 3.020  0.176
H8 -0.188 0.629 2.358  0.171

The net charge is 0. For the highest occupied orbital energy, the calculation gives -9.270 eV.

=====

Run y
Density functional theory data (ωB97M-V with the def2-TZVPD basis set) for one molecule with the formula C3H8N2OS.

Last column: natural (NBO) charge in e.
Cartesian coordinates (Å):
C1 -0.996 -1.015 -0.261  -0.410
N1 0.089 -0.270 0.323  -0.412
C2 0.638 -0.792 1.574  -0.406
C3 0.790 0.611 -0.396  0.263
S1 2.364 1.065 -0.047  -0.262
N2 0.185 1.146 -1.525  -0.348
O1 -1.138 1.562 -1.437  -0.550
H1 -1.935 -0.683 0.220  0.202
H2 -1.061 -0.791 -1.331  0.235
H3 -0.841 -2.080 -0.042  0.201
H4 -0.161 -1.333 2.108  0.200
H5 1.421 -1.559 1.398  0.209
H6 1.020 0.008 2.170  0.232
H7 0.760 1.868 -1.964  0.387
H8 -1.137 2.262 -0.791  0.457

The net charge is 0. For the highest occupied orbital energy, the calculation gives -8.276 eV.

=====

Stability summary - winner: run w; margin: 0.0677 hartree.

=====

Run w
Density functional theory data (ωB97M-V with the def2-TZVPD basis set) for one molecule with the formula C3H8N2OS.

Last column: natural (NBO) charge in e.
Cartesian coordinates (Å):
N1 1.308 0.392 -1.548  -0.822
C1 -0.012 0.293 -1.208  0.664
O1 -0.894 0.606 -1.991  -0.603
C2 -0.318 -0.378 0.104  -0.167
N2 -1.669 -1.022 0.057  -0.821
C3 -0.367 0.554 1.325  -0.482
S1 1.250 1.327 1.722  -0.056
H1 1.533 0.985 -2.330  0.401
H2 2.015 -0.267 -1.280  0.398
H3 0.425 -1.141 0.336  0.185
H4 -1.957 -0.990 -0.918  0.383
H5 -1.511 -1.999 0.280  0.353
H6 -0.991 1.427 1.157  0.234
H7 -0.715 -0.018 2.166  0.227
H8 1.905 0.230 2.129  0.109

The net charge is 0. For the highest occupied orbital energy, the calculation gives -9.114 eV.

=====

Run x
Density functional theory data (ωB97M-V with the def2-TZVPD basis set) for one molecule with the formula C3H8N2OS.

Last column: natural (NBO) charge in e.
Cartesian coordinates (Å):
C1 2.094 -0.216 -0.473  -0.634
C2 1.110 -0.119 0.669  -0.214
N1 -0.248 0.249 0.280  -0.604
S1 -0.462 1.848 -0.282  0.193
C3 -1.047 -0.760 -0.272  0.187
N2 -2.325 -0.832 -0.376  -0.173
O1 -2.941 0.292 0.170  -0.585
H1 3.080 -0.502 -0.123  0.221
H2 2.181 0.761 -0.980  0.217
H3 1.766 -0.947 -1.266  0.208
H4 1.410 0.610 1.434  0.214
H5 1.043 -1.096 1.208  0.201
H6 -1.258 2.274 0.642  0.105
H7 -0.543 -1.692 -0.629  0.186
H8 -3.861 0.130 -0.001  0.477

The net charge is 0. For the highest occupied orbital energy, the calculation gives -8.673 eV.

=====

Stability summary - winner: run w; margin: 0.0971 hartree.

=====

Run w
Density functional theory data (ωB97M-V with the def2-TZVPD basis set) for an isolated ion of composition C6H14NS and charge +1.

Last column: natural (NBO) charge in e.
Cartesian coordinates (Å):
C1 3.056 0.105 0.525  0.135
N1 2.477 -0.665 -0.316  -0.375
C2 1.157 -0.471 -0.855  -0.272
C3 0.016 0.263 -0.099  -0.210
C4 -0.533 1.357 -1.022  -0.611
C5 -1.180 -0.704 0.457  -0.318
C6 -2.131 0.023 1.324  -0.627
S1 -1.998 -1.682 -0.886  -0.043
H1 2.430 1.030 0.953  0.242
H2 4.003 -0.013 0.893  0.229
H3 2.809 -1.562 -0.653  0.455
H4 0.717 -1.476 -1.050  0.248
H5 1.274 -0.026 -1.789  0.242
H6 0.463 0.653 0.832  0.192
H7 -0.397 1.161 -2.011  0.218
H8 0.244 2.175 -0.946  0.211
H9 -1.539 1.640 -0.749  0.237
H10 -0.700 -1.314 1.281  0.224
H11 -2.771 -0.648 2.076  0.247
H12 -2.790 0.720 0.920  0.217
H13 -1.427 0.505 2.008  0.210
H14 -3.180 -1.069 -0.893  0.149

The net charge is +1. For the highest occupied orbital energy, the calculation gives -12.353 eV.

=====

Run x
Density functional theory data (ωB97M-V with the def2-TZVPD basis set) for an isolated ion of composition C6H14NS and charge +1.

Last column: natural (NBO) charge in e.
Cartesian coordinates (Å):
C1 1.328 -1.002 1.158  -0.554
C2 1.534 -2.017 -1.017  -0.329
C3 0.645 -0.222 -0.017  0.172
C4 1.390 0.974 -0.361  -0.718
C5 -1.191 1.073 1.128  -0.417
C6 -1.629 0.102 -1.047  -0.432
N1 -0.824 -0.093 0.156  -0.401
S1 2.724 -1.915 0.348  0.259
H1 1.814 -0.522 2.071  0.233
H2 0.613 -1.615 1.574  0.185
H3 0.840 -2.701 -0.936  0.168
H4 1.863 -1.705 -1.988  0.219
H5 0.669 1.712 -0.663  0.220
H6 2.110 0.894 -1.279  0.270
H7 1.969 1.368 0.409  0.240
H8 -1.821 0.817 1.966  0.245
H9 -0.326 1.391 1.623  0.228
H10 -1.614 1.871 0.662  0.232
H11 -1.341 0.912 -1.730  0.252
H12 -1.404 -0.626 -1.720  0.234
H13 -2.642 0.035 -0.948  0.243
H14 -0.987 -0.935 0.743  0.450

The net charge is +1. For the highest occupied orbital energy (alpha / beta), the calculation gives -12.448 / -12.448 eV.

=====

Stability summary - winner: run w; margin: 0.0839 hartree.

=====

Run w
Density functional theory data (ωB97M-V with the def2-TZVPD basis set) for C4H5I as an isolated structure.

Last column: natural (NBO) charge in e.
Cartesian coordinates (Å):
C1 0.710 0.514 -0.224  -0.107
C2 -0.407 0.863 -0.879  -0.248
C3 0.048 -0.309 0.835  -0.486
C4 -1.166 -0.040 -0.051  -0.021
I1 -2.798 1.236 1.571  -0.256
H1 1.796 0.540 -0.434  0.217
H2 -0.795 1.498 -1.656  0.236
H3 0.150 -1.463 0.753  0.207
H4 0.052 0.097 1.858  0.253
H5 -1.581 -0.866 -0.544  0.204

The net charge is 0. For the highest occupied orbital energy, the calculation gives -8.897 eV.

=====

Run x
Density functional theory data (ωB97M-V with the def2-TZVPD basis set) for one molecule with the formula C4H5I.

Last column: natural (NBO) charge in e.
Cartesian coordinates (Å):
C1 1.871 0.626 -0.009  -0.345
C2 0.840 -0.177 0.050  -0.280
C3 -0.529 0.215 0.034  -0.175
C4 -1.765 -0.747 -0.008  -0.373
I1 -3.817 -0.042 -0.104  0.133
H1 2.857 0.135 -0.268  0.200
H2 2.066 1.776 0.121  0.218
H3 0.955 -1.256 -0.141  0.216
H4 -0.798 1.241 -0.057  0.203
H5 -1.679 -1.771 0.382  0.205

The net charge is 0. For the highest occupied orbital energy, the calculation gives -8.283 eV.

=====

Stability summary - winner: run w; margin: 0.0064 hartree.

=====

Run w
Density functional theory data (ωB97M-V with the def2-TZVPD basis set) for an isolated ion of composition C6H9ClN and charge +1.

Last column: natural (NBO) charge in e.
Cartesian coordinates (Å):
C1 -1.310 0.688 1.587  -0.449
N1 -0.607 0.357 0.436  -0.276
C2 -1.246 -0.130 -0.624  0.239
C3 -0.473 -0.669 -1.743  -0.312
C4 0.820 -1.015 -1.568  -0.007
C5 1.550 -0.595 -0.301  -0.549
C6 0.964 0.521 0.412  0.002
Cl1 1.335 2.185 -0.106  0.034
H1 -1.092 -0.094 2.386  0.235
H2 -2.379 0.686 1.541  0.253
H3 -0.834 1.608 2.072  0.249
H4 -2.388 -0.102 -0.586  0.254
H5 -1.088 -0.797 -2.661  0.268
H6 1.401 -1.518 -2.320  0.253
H7 1.786 -1.359 0.532  0.286
H8 2.585 -0.293 -0.518  0.293
H9 0.975 0.526 1.458  0.227

The net charge is +1. For the highest occupied orbital energy, the calculation gives -14.555 eV.

=====

Run x
Density functional theory data (ωB97M-V with the def2-TZVPD basis set) for an isolated ion of composition C6H9ClN and charge +1.

Last column: natural (NBO) charge in e.
Cartesian coordinates (Å):
C1 0.384 -0.662 -0.019  0.191
C2 0.945 0.660 0.172  -0.068
C3 -1.670 0.457 -0.346  0.195
C4 0.344 1.620 0.854  -0.200
C5 2.418 1.041 -0.339  -0.623
C6 -1.757 -1.919 -0.360  -0.460
N1 -0.939 -0.697 -0.186  -0.399
Cl1 -3.175 0.588 0.397  0.158
H1 0.990 -1.544 -0.099  0.250
H2 -0.465 1.357 1.537  0.217
H3 0.674 2.648 0.930  0.244
H4 2.679 0.626 -1.367  0.245
H5 3.078 0.373 0.323  0.241
H6 2.627 2.087 -0.235  0.246
H7 -2.795 -1.749 0.099  0.255
H8 -1.331 -2.827 0.073  0.255
H9 -2.007 -2.060 -1.435  0.252

The net charge is +1. For the highest occupied orbital energy (alpha / beta), the calculation gives -13.616 / -13.614 eV.

=====

Stability summary - winner: run w; margin: 0.1159 hartree.